{
  "formula": "C28H85N7O11",
  "method": "ωB97M-V/def2-TZVPD",
  "gap_ev": 8.83,
  "multiplicity": 1,
  "e_lumo_ev": 0.190,
  "e_homo_ev": -8.6,
  "de_lowest_kj_mol": 424.0,
  "smiles": "COC[C@H](C)N.COC[C@H](C)N.COC[C@H](C)N.COC[C@H](C)N.COC[C@H](C)N.COC[C@H](C)N.COC[C@H](C)N.O.O.O.O",
  "energy_ev": -63361.219,
  "max_force_ev_per_a": 2.93,
  "symbols": ["C", "O", "C", "C", "C", "N", "H", "H", "H", "H", "H", "H", "H", "H", "H", "H", "H", "C", "O", "C", "C", "C", "N", "H", "H", "H", "H", "H", "H", "H", "H", "H", "H", "H", "C", "O", "C", "C", "C", "N", "H", "H", "H", "H", "H", "H", "H", "H", "H", "H", "H", "C", "O", "C", "C", "C", "N", "H", "H", "H", "H", "H", "H", "H", "H", "H", "H", "H", "C", "O", "C", "C", "C", "N", "H", "H", "H", "H", "H", "H", "H", "H", "H", "H", "H", "C", "O", "C", "C", "C", "N", "H", "H", "H", "H", "H", "H", "H", "H", "H", "H", "H", "C", "O", "C", "C", "C", "N", "H", "H", "H", "H", "H", "H", "H", "H", "H", "H", "H", "O", "H", "H", "O", "H", "H", "O", "H", "H", "O", "H", "H"],
  "xyz": [[1.555, 11.120, -0.409], [1.894, 12.471, -0.005], [3.107, 12.974, -0.602], [4.419, 12.445, 0.095], [4.662, 13.375, 1.261], [5.619, 12.467, -0.729], [0.559, 10.860, -0.050], [2.311, 10.391, -0.118], [1.454, 11.013, -1.489], [3.115, 12.580, -1.619], [3.116, 14.057, -0.727], [4.245, 11.455, 0.517], [3.877, 13.402, 2.016], [4.776, 14.412, 0.946], [5.625, 13.138, 1.712], [6.408, 12.161, -0.179], [5.494, 11.717, -1.394], [4.454, 14.765, -4.973], [5.149, 14.594, -6.180], [4.432, 15.059, -7.256], [4.247, 14.067, -8.367], [3.840, 12.632, -7.966], [5.583, 13.855, -8.956], [5.009, 14.265, -4.179], [3.593, 14.107, -5.085], [4.178, 15.792, -4.731], [3.426, 15.445, -7.090], [4.942, 15.962, -7.591], [3.730, 14.428, -9.256], [4.685, 12.069, -7.570], [3.653, 12.013, -8.844], [3.055, 12.560, -7.213], [6.171, 13.523, -8.205], [6.101, 14.703, -9.134], [-3.059, 21.369, -4.764], [-2.149, 20.368, -5.201], [-1.580, 19.541, -4.212], [-0.415, 18.799, -4.942], [0.245, 17.612, -4.260], [0.712, 19.663, -5.318], [-3.333, 22.088, -5.536], [-2.702, 21.951, -3.914], [-4.030, 20.960, -4.485], [-1.291, 20.006, -3.270], [-2.282, 18.739, -3.985], [-0.867, 18.381, -5.841], [0.820, 17.029, -4.980], [-0.572, 16.943, -3.992], [0.879, 17.892, -3.418], [0.200, 20.481, -5.617], [1.192, 19.873, -4.455], [-2.715, 15.252, -0.782], [-1.781, 16.112, -0.047], [-2.098, 17.444, 0.001], [-0.825, 18.386, 0.112], [-1.169, 19.851, 0.030], [0.123, 18.163, -0.938], [-2.722, 14.233, -0.395], [-2.402, 15.282, -1.826], [-3.760, 15.536, -0.655], [-2.525, 17.740, -0.957], [-2.855, 17.588, 0.773], [-0.402, 18.075, 1.067], [-0.306, 20.473, 0.268], [-1.902, 20.151, 0.779], [-1.519, 20.198, -0.942], [0.880, 17.637, -0.525], [-0.323, 17.511, -1.567], [0.810, 14.144, -3.675], [1.071, 12.791, -4.127], [-0.060, 11.990, -4.290], [0.427, 10.553, -4.550], [1.285, 10.415, -5.787], [-0.705, 9.617, -4.590], [-0.127, 14.466, -4.129], [1.664, 14.790, -3.881], [0.510, 14.143, -2.628], [-0.762, 11.999, -3.457], [-0.588, 12.290, -5.195], [1.163, 10.309, -3.784], [1.963, 11.254, -5.942], [0.643, 10.315, -6.661], [2.044, 9.635, -5.850], [-0.311, 8.713, -4.812], [-1.058, 9.527, -3.648], [7.633, 21.059, -2.239], [6.909, 21.593, -3.321], [5.546, 21.270, -3.449], [5.572, 19.852, -4.201], [6.418, 19.893, -5.442], [4.247, 19.379, -4.622], [7.465, 21.760, -1.421], [8.671, 21.014, -2.569], [7.321, 20.049, -1.973], [5.043, 21.283, -2.482], [5.057, 22.005, -4.087], [6.105, 19.097, -3.623], [6.379, 18.928, -5.947], [7.435, 20.212, -5.213], [6.004, 20.607, -6.153], [4.035, 18.450, -4.288], [3.544, 19.810, -4.038], [1.954, 18.473, 3.636], [2.946, 18.548, 2.666], [3.201, 19.867, 2.107], [4.320, 19.659, 0.932], [5.203, 20.819, 0.639], [3.762, 19.319, -0.341], [0.967, 18.558, 3.181], [2.235, 19.223, 4.375], [1.945, 17.471, 4.065], [2.275, 20.310, 1.742], [3.549, 20.528, 2.901], [5.054, 18.878, 1.129], [4.673, 21.717, 0.319], [5.954, 20.525, -0.093], [5.843, 21.099, 1.476], [4.538, 18.967, -0.883], [3.261, 18.442, -0.338], [3.091, 16.600, -2.409], [2.742, 16.523, -1.521], [4.006, 16.329, -2.331], [5.662, 15.090, -1.611], [6.597, 15.082, -1.816], [5.497, 14.235, -1.214], [5.922, 17.743, -1.245], [5.838, 16.792, -1.316], [6.666, 17.960, -1.807], [2.169, 16.746, 0.238], [2.505, 17.186, 1.018], [1.510, 16.137, 0.572]],
  "forces_ev_per_a": [[0.221, 0.771, -0.389], [0.395, -0.191, -0.084], [0.416, -2.207, -1.037], [-1.430, 1.188, 1.457], [0.647, 0.575, 0.601], [-0.640, -0.442, -0.678], [0.271, 0.204, 0.600], [-0.060, -0.019, 0.410], [0.245, 0.461, -0.372], [0.051, 0.034, -0.453], [-0.325, 0.044, 0.597], [-0.298, -0.225, -0.202], [-0.005, -0.420, -0.059], [-0.071, 0.087, -0.355], [-0.056, -0.165, 0.461], [0.166, 0.182, 0.308], [0.187, 0.043, -0.642], [-0.398, -1.651, 0.199], [0.719, -0.227, 0.629], [-1.703, 1.576, -1.214], [2.491, -1.233, -0.936], [0.034, -0.013, 0.095], [1.370, -0.689, -0.190], [0.376, 0.539, 0.092], [-0.788, 0.429, 0.396], [0.083, 0.038, -0.062], [-0.325, -0.063, 1.235], [0.177, 0.029, -0.676], [-0.945, 0.358, 0.670], [0.311, 0.496, 0.474], [-0.670, 0.378, -0.158], [-0.255, 0.127, -0.310], [0.086, -0.759, 0.275], [-0.580, 0.722, -0.544], [-0.421, -0.153, 0.317], [-0.134, 1.333, -0.059], [0.473, -1.794, -0.730], [1.038, -0.183, 0.247], [-1.133, -0.391, 0.080], [-1.409, 0.077, -0.353], [0.678, -0.242, -0.469], [0.339, -0.097, 0.138], [-0.054, -0.484, 0.284], [0.164, 0.513, -0.133], [-0.455, -0.079, 0.395], [-0.119, 0.317, -0.278], [0.225, 0.359, -0.084], [0.070, -0.302, 0.711], [-0.148, -0.124, 0.042], [0.683, 0.852, -0.277], [0.208, 0.350, 0.101], [0.647, 0.872, 0.623], [0.177, -2.674, -0.133], [-0.009, 1.892, -1.019], [-1.443, -0.686, 0.493], [-0.585, 0.864, 1.327], [0.041, -0.965, -0.503], [0.771, 0.067, 0.085], [-0.311, -0.156, -0.114], [0.014, 0.642, -0.138], [-0.504, 0.172, -0.327], [0.043, 0.574, 0.273], [0.325, 0.556, 0.390], [0.300, -0.236, -0.154], [-0.381, -0.027, 0.054], [-0.039, -0.470, -0.121], [0.203, 0.280, -0.542], [0.172, -0.119, -0.591], [-1.072, -1.285, -0.185], [0.662, 1.036, 0.747], [0.312, -0.872, -1.113], [0.921, -0.121, 0.406], [0.197, 0.606, -1.359], [0.500, 0.395, 0.087], [0.215, 0.494, -0.695], [-0.211, -0.166, 0.060], [0.624, -0.067, 0.496], [0.027, 0.140, 0.368], [-0.424, 0.255, -0.095], [-0.247, 0.029, 0.883], [-0.531, 0.543, 0.166], [0.043, 0.097, -0.229], [-0.536, -0.784, 0.628], [-0.147, -0.281, -0.174], [-0.292, -0.052, 0.160], [-0.550, 0.495, -0.431], [0.328, 0.939, -0.536], [0.718, -2.245, -0.858], [-0.569, 0.385, 0.152], [0.211, 0.887, -0.705], [-0.765, 0.158, 0.877], [0.485, -0.344, 0.532], [0.050, 0.158, 0.296], [-0.149, -0.060, 0.143], [-0.178, -0.403, 0.128], [0.188, 0.052, -0.131], [-0.337, 0.066, 0.909], [0.209, -0.095, 0.163], [0.081, -0.272, -0.135], [-0.045, 0.141, -0.083], [0.640, -0.780, -0.274], [-0.254, 0.914, -0.029], [0.038, 0.017, 0.011], [0.963, -0.077, -1.719], [1.460, -1.318, -0.971], [-0.768, -0.118, 1.090], [0.969, 1.378, 0.742], [-1.267, -0.493, -1.125], [-0.305, 0.726, 0.200], [-0.861, 0.020, 0.480], [0.426, 0.025, 0.178], [-0.067, -0.130, -0.493], [0.391, -0.023, 0.126], [-0.311, -0.449, 1.421], [-0.056, -0.063, -0.226], [-0.387, 0.013, -0.380], [-0.213, 0.092, 0.461], [0.347, 0.548, -0.440], [-0.713, 0.165, 0.393], [-0.164, 0.010, -0.715], [-0.123, 0.094, 0.435], [0.345, -0.176, 0.028], [-0.049, 1.265, -0.508], [0.287, -0.261, -0.172], [0.121, -1.145, 0.273], [0.469, 0.611, 0.046], [-0.325, -0.687, 0.225], [0.182, 0.195, -0.156], [0.236, -0.744, 0.139], [0.435, 0.508, 0.729], [-0.288, -0.457, 0.082]]
}